A) Below is C32H27ClN6O8Rb as an isolated structure, with properties calculated with ωB97M-V with the def2-TZVPD basis set.

ORCA input file:
```
! RIJCOSX wB97M-V def2-TZVPD def2/J DEFGRID3
* xyz -1 1
Rb -0.982 0.307 -1.288
O -3.672 4.827 -0.428
C -3.174 4.789 0.779
O -3.684 5.360 1.722
C -1.898 4.022 0.957
C -1.313 3.749 2.171
Cl -1.939 4.060 3.728
N -0.155 3.065 1.945
N 0.010 2.856 0.620
C -1.015 3.418 0.014
C -1.133 3.242 -1.503
O -2.240 3.581 -2.009
O -0.188 2.695 -2.073
C 0.884 2.596 2.807
C 1.824 1.726 2.259
C 2.876 1.270 3.036
C 3.000 1.652 4.363
C 2.070 2.528 4.898
C 1.024 3.015 4.126
H -3.087 4.291 -1.113
H 1.722 1.423 1.228
H 3.605 0.602 2.592
H 3.818 1.281 4.968
H 2.156 2.856 5.926
H 0.339 3.721 4.558
O 0.949 -1.599 6.429
N 1.427 -2.439 5.695
O 1.898 -3.493 6.076
C 1.472 -2.154 4.250
C 2.560 -2.612 3.605
C 2.748 -2.314 2.222
C 3.918 -2.672 1.532
C 4.064 -2.285 0.227
C 3.031 -1.541 -0.368
N 1.921 -1.208 0.249
C 1.765 -1.590 1.529
C 0.546 -1.195 2.220
N -0.398 -0.588 1.484
C -1.494 -0.184 2.076
C -1.714 -0.337 3.454
C -0.768 -0.960 4.219
C 0.409 -1.426 3.603
H 3.306 -3.178 4.146
H 4.691 -3.233 2.044
H 4.953 -2.525 -0.340
H 3.127 -1.198 -1.394
H -2.257 0.258 1.438
H -2.630 0.034 3.892
H -0.921 -1.095 5.277
O 0.620 -2.462 -2.409
C -0.210 -2.934 -3.471
C 0.431 -2.695 -4.828
C 0.691 -1.212 -5.128
C -0.585 -0.444 -5.333
C -1.093 -0.204 -6.604
C -2.301 0.464 -6.734
C -2.970 0.861 -5.590
C -2.392 0.582 -4.360
N -1.221 -0.044 -4.228
H 1.342 -3.084 -2.284
H -1.147 -2.390 -3.373
H -0.439 -3.996 -3.337
H -0.209 -3.126 -5.605
H 1.385 -3.235 -4.869
H 1.319 -1.130 -6.018
H 1.233 -0.772 -4.290
H -0.540 -0.533 -7.476
H -2.712 0.672 -7.714
H -3.917 1.381 -5.632
H -2.901 0.864 -3.445
C -3.165 -1.978 -1.020
O -3.328 -0.648 -0.838
H -3.928 -2.612 -0.504
H -2.179 -2.407 -0.670
H -3.236 -2.320 -2.090
*
```

HOMO, eV: -3.830
Orbital gap, eV: 4.7

These are the Löwdin partial charges, in e, on atoms 1 to 6: Rb 0.988; O 0.105; C -0.530; O 0.035; C -0.050; C -0.563

B) Below is C32H27ClN6O8Rb as an isolated structure, with properties calculated with ωB97M-V with the def2-TZVPD basis set.

ORCA input file:
```
! RIJCOSX wB97M-V def2-TZVPD def2/J DEFGRID3
* xyz -1 1
Rb -0.470 -0.623 -2.290
O 4.144 -3.368 -2.561
C 4.462 -2.878 -1.387
O 5.610 -2.685 -1.048
C 3.333 -2.597 -0.445
C 3.484 -1.999 0.786
Cl 4.900 -1.528 1.608
N 2.251 -1.860 1.340
N 1.301 -2.372 0.535
C 1.925 -2.817 -0.535
C 1.084 -3.361 -1.675
O 1.704 -3.611 -2.742
O -0.143 -3.444 -1.508
C 1.849 -1.314 2.588
C 0.763 -1.894 3.233
C 0.331 -1.371 4.440
C 0.980 -0.282 5.009
C 2.051 0.298 4.348
C 2.483 -0.204 3.129
H 3.116 -3.507 -2.652
H 0.260 -2.728 2.764
H -0.517 -1.821 4.940
H 0.645 0.116 5.959
H 2.550 1.160 4.772
H 3.297 0.271 2.601
O 3.775 5.723 1.502
N 4.146 4.724 0.916
O 5.294 4.523 0.567
C 3.149 3.668 0.664
C 2.159 3.572 1.573
C 1.180 2.541 1.468
C 0.159 2.370 2.421
C -0.717 1.331 2.278
C -0.570 0.471 1.174
N 0.363 0.632 0.261
C 1.236 1.642 0.394
C 2.278 1.790 -0.614
N 2.251 0.938 -1.656
C 3.183 1.036 -2.574
C 4.195 2.004 -2.537
C 4.232 2.887 -1.492
C 3.260 2.792 -0.477
H 2.123 4.271 2.398
H 0.093 3.053 3.260
H -1.507 1.154 2.995
H -1.238 -0.373 1.022
H 3.141 0.318 -3.386
H 4.934 2.046 -3.325
H 5.004 3.637 -1.439
O -1.977 -2.279 0.134
C -3.309 -2.739 0.136
C -3.973 -2.834 -1.233
C -3.974 -1.539 -2.064
C -4.325 -0.311 -1.276
C -5.659 0.042 -1.065
C -5.960 1.179 -0.340
C -4.916 1.946 0.155
C -3.623 1.520 -0.100
N -3.321 0.419 -0.784
H -1.369 -2.891 -0.330
H -3.867 -2.032 0.758
H -3.381 -3.720 0.627
H -5.004 -3.165 -1.058
H -3.487 -3.618 -1.820
H -4.686 -1.644 -2.885
H -3.012 -1.366 -2.536
H -6.444 -0.572 -1.489
H -6.990 1.471 -0.174
H -5.094 2.855 0.713
H -2.779 2.099 0.263
C -3.268 0.969 -4.447
O -2.158 0.351 -3.974
H -3.356 0.972 -5.559
H -3.357 2.042 -4.153
H -4.232 0.511 -4.099
*
```

HOMO, eV: -3.838
Orbital gap, eV: 4.7

These are the Löwdin partial charges, in e, on atoms 1 to 6: Rb 0.931; O 0.100; C -0.531; O 0.040; C -0.049; C -0.570

Relative energies with respect to the most stable structure, expressed in kcal/mol: A) 18.8; B) 0.0.

A) Below is a 9-piece molecular cluster, C16H54N4O9 overall, with properties calculated with ωB97M-V with the def2-TZVPD basis set.

ORCA input file:
```
! RIJCOSX wB97M-V def2-TZVPD def2/J DEFGRID3
* xyz 0 1
C 4.244 5.754 -2.465
O 4.554 5.604 -1.078
C 4.658 4.293 -0.600
C 3.462 3.327 -0.759
C 2.176 3.987 -0.231
N 3.687 2.021 -0.121
H 4.964 6.407 -2.959
H 3.269 6.238 -2.511
H 4.101 4.875 -3.093
H 5.593 4.037 -1.097
H 4.974 4.313 0.443
H 3.221 3.202 -1.814
H 1.448 3.241 0.088
H 1.836 4.722 -0.960
H 2.370 4.539 0.689
H 3.022 1.317 -0.408
H 4.567 1.623 -0.417
C 2.411 -5.195 -0.435
O 3.233 -5.579 -1.545
C 4.313 -6.399 -1.198
C 5.427 -6.406 -2.231
C 4.951 -6.933 -3.558
N 6.517 -7.205 -1.773
H 2.031 -6.015 0.175
H 1.506 -4.674 -0.746
H 2.999 -4.562 0.230
H 4.782 -6.036 -0.283
H 3.897 -7.390 -1.016
H 5.749 -5.387 -2.444
H 4.838 -7.993 -3.787
H 5.713 -6.603 -4.264
H 4.109 -6.319 -3.876
H 7.293 -6.821 -1.253
H 6.876 -7.565 -2.646
C -2.699 -3.587 -5.039
O -2.189 -2.844 -3.989
C -2.253 -1.406 -4.074
C -2.032 -0.884 -2.641
C -2.367 0.595 -2.555
N -0.622 -1.014 -2.185
H -3.672 -3.259 -5.405
H -2.781 -4.631 -4.738
H -2.011 -3.462 -5.875
H -1.543 -0.942 -4.758
H -3.223 -1.190 -4.521
H -2.687 -1.462 -1.990
H -1.743 1.253 -3.160
H -2.136 0.902 -1.535
H -3.377 0.773 -2.923
H 0.018 -0.490 -2.765
H -0.416 -1.961 -2.468
C -3.513 7.228 2.617
O -4.374 6.263 2.997
C -4.476 5.050 2.187
C -5.782 4.293 2.458
C -5.772 2.955 1.670
N -6.963 5.031 2.134
H -3.716 8.105 3.231
H -3.669 7.440 1.559
H -2.487 6.875 2.715
H -4.557 5.362 1.146
H -3.599 4.421 2.335
H -5.855 4.145 3.535
H -6.684 2.368 1.555
H -4.941 2.376 2.072
H -5.483 3.093 0.628
H -6.940 5.910 2.631
H -7.687 4.667 2.738
O 1.836 -0.745 5.960
H 1.777 -1.645 6.281
H 1.105 -0.292 6.381
O -3.766 -2.906 2.357
H -4.552 -2.827 1.815
H -3.242 -2.137 2.131
O -1.204 0.376 7.975
H -1.798 -0.204 7.497
H -0.869 -0.162 8.692
O -0.891 -0.084 2.433
H -0.332 -0.204 3.200
H -0.301 -0.192 1.687
O -1.201 -4.294 4.911
H -1.645 -3.863 4.181
H -1.477 -5.209 4.853
*
```

HOMO, eV: -9.348
Orbital gap, eV: 9.6

These are the Löwdin partial charges, in e, on atoms 1 to 6: C -0.102; O -0.186; C -0.219; C -0.429; C -0.055; N 0.033

B) Below is a 9-piece molecular cluster, C16H54N4O9 overall, with properties calculated with ωB97M-V with the def2-TZVPD basis set.

ORCA input file:
```
! RIJCOSX wB97M-V def2-TZVPD def2/J DEFGRID3
* xyz 0 1
C 0.346 -3.542 -1.512
O -0.390 -3.696 -2.666
C -0.308 -4.935 -3.330
C -0.746 -4.731 -4.789
C -1.018 -5.990 -5.498
N 0.277 -3.918 -5.473
H 0.052 -4.192 -0.688
H 0.352 -2.499 -1.196
H 1.353 -3.936 -1.651
H 0.669 -5.407 -3.227
H -1.065 -5.569 -2.869
H -1.715 -4.232 -4.822
H -0.131 -6.589 -5.288
H -1.197 -5.907 -6.570
H -1.932 -6.475 -5.156
H 1.178 -4.370 -5.400
H 0.479 -3.123 -4.885
C -4.239 0.265 1.279
O -3.996 0.437 2.636
C -2.688 0.794 3.045
C -2.699 0.569 4.585
C -1.434 1.063 5.301
N -2.873 -0.868 4.867
H -5.321 0.149 1.231
H -3.671 -0.572 0.872
H -3.848 1.165 0.803
H -1.862 0.290 2.544
H -2.488 1.849 2.856
H -3.499 1.161 5.031
H -1.505 1.288 6.365
H -1.269 2.062 4.895
H -0.574 0.426 5.094
H -2.043 -1.313 4.502
H -3.613 -1.092 4.216
C -2.219 -0.215 -3.158
O -1.254 0.824 -2.856
C 0.169 0.519 -2.995
C 0.999 1.806 -2.791
C 0.885 2.831 -3.970
N 2.429 1.453 -2.736
H -3.204 0.150 -2.867
H -1.942 -1.107 -2.597
H -2.209 -0.389 -4.234
H 0.489 -0.110 -2.164
H 0.425 0.042 -3.941
H 0.678 2.209 -1.831
H -0.146 3.185 -3.987
H 1.101 2.378 -4.937
H 1.521 3.688 -3.746
H 2.531 0.710 -2.060
H 2.883 2.171 -2.189
C 3.440 6.140 2.117
O 3.674 5.369 3.301
C 2.694 4.373 3.604
C 2.607 3.329 2.439
C 1.567 2.161 2.586
N 3.915 2.819 2.091
H 2.415 6.472 1.953
H 3.798 5.601 1.240
H 4.190 6.931 2.134
H 2.982 3.880 4.532
H 1.738 4.896 3.601
H 2.256 3.862 1.556
H 0.560 2.570 2.661
H 1.904 1.690 3.510
H 1.636 1.459 1.755
H 4.701 3.423 2.285
H 4.116 2.187 2.853
O -0.880 -3.853 1.793
H -1.416 -4.414 1.232
H -0.252 -4.450 2.199
O 2.513 -0.299 -0.404
H 1.648 -0.199 -0.006
H 2.596 -1.239 -0.564
O 0.111 -0.740 0.725
H -0.216 0.150 0.590
H -0.665 -1.295 0.646
O -1.539 1.394 -0.357
H -1.392 1.315 -1.299
H -1.476 2.333 -0.182
O 0.325 -1.287 3.432
H 0.426 -1.039 2.513
H 0.305 -2.244 3.422
*
```

HOMO, eV: -8.905
Orbital gap, eV: 8.9

These are the Löwdin partial charges, in e, on atoms 1 to 6: C -0.121; O -0.191; C -0.200; C -0.454; C -0.083; N 0.051

Relative energies with respect to the most stable structure, expressed in kcal/mol: A) 30.5; B) 0.0.

A) Below is one molecule with the formula C5H8FN, with properties calculated with ωB97M-V with the def2-TZVPD basis set.

ORCA input file:
```
! RIJCOSX wB97M-V def2-TZVPD def2/J DEFGRID3
* xyz 0 1
C 0.109 0.741 0.381
C 0.283 -0.506 -0.494
C -1.403 1.214 0.074
C 1.514 -1.260 -0.073
C -2.159 -0.046 0.280
N 2.672 -0.630 0.106
F -3.411 0.101 -0.316
H 0.248 0.470 1.393
H 0.770 1.551 0.184
H -0.709 -1.121 -0.368
H 0.402 -0.261 -1.563
H -1.863 1.895 0.876
H -1.302 1.473 -0.970
H 1.389 -2.373 0.071
H 3.460 -1.248 0.420
*
```

HOMO, eV: -9.320
Orbital gap, eV: 9.2

These are the Löwdin partial charges, in e, on atoms 1 to 6: C -0.209; C -0.236; C -0.193; C -0.223; C 0.014; N 0.067

B) Below is one molecule with the formula C5H8FN, with properties calculated with ωB97M-V with the def2-TZVPD basis set.

ORCA input file:
```
! RIJCOSX wB97M-V def2-TZVPD def2/J DEFGRID3
* xyz 0 1
C -1.121 -0.877 -0.659
C -0.310 0.346 -0.289
C -0.514 0.695 1.202
C 1.189 0.439 -0.575
F 1.764 1.512 0.074
C 1.887 -0.760 -0.081
N 2.430 -1.637 0.379
H -1.139 -0.927 -1.655
H -2.157 -0.663 -0.513
H -0.892 -1.823 -0.221
H -0.660 1.235 -0.755
H 0.047 0.061 1.857
H -0.371 1.683 1.605
H -1.526 0.338 1.325
H 1.373 0.379 -1.693
*
```

HOMO, eV: -11.653
Orbital gap, eV: 12.5

These are the Löwdin partial charges, in e, on atoms 1 to 6: C -0.041; C -0.355; C -0.058; C -0.312; F 0.026; C -0.174

Relative energies with respect to the most stable structure, expressed in kcal/mol: A) 76.1; B) 0.0.